(P)
The following is a quantum chemistry calculation of a cluster of 12 separate species, C12H48O12 in total, from OMol25.

Kohn-Sham gap	9.70	eV
spin multiplicity	1
net charge	0
SMILES	CO.CO.CO.CO.CO.CO.CO.CO.CO.CO.CO.CO

Each atom is followed by the atoms it is bonded to, with distances in Å.
Atoms and positions in Å:
1 C -3.260 0.861 2.341  O2 1.424, H3 1.091, H4 1.089, H5 1.095
2 O -3.108 -0.008 1.223  C1 1.424, H6 0.963
3 H -3.733 1.808 2.078  C1 1.091
4 H -3.768 0.396 3.184  C1 1.089
5 H -2.244 1.128 2.651  C1 1.095
6 H -3.716 0.217 0.512  O2 0.963
7 C 0.055 -0.059 0.282  O8 1.417, H9 1.092, H10 1.095, H11 1.086
8 O 0.886 0.994 -0.172  C7 1.417, H12 0.973
9 H 0.438 -0.983 -0.157  C7 1.092
10 H 0.134 -0.235 1.360  C7 1.095
11 H -0.993 0.046 0.015  C7 1.086
12 H 0.381 1.818 -0.059  O8 0.973
13 C 2.045 3.608 -3.111  O14 1.416, H15 1.093, H16 1.100, H17 1.089
14 O 1.333 3.705 -4.331  C13 1.416, H18 0.959
15 H 2.873 2.899 -3.191  C13 1.093
16 H 2.517 4.549 -2.790  C13 1.100
17 H 1.401 3.352 -2.271  C13 1.089
18 H 1.898 4.126 -4.983  O14 0.959
19 C -0.810 0.883 -3.339  O20 1.401, H21 1.098, H22 1.104, H23 1.088
20 O -0.594 1.611 -4.516  C19 1.401, H24 0.972
21 H 0.121 0.733 -2.778  C19 1.098
22 H -1.472 1.421 -2.638  C19 1.104
23 H -1.276 -0.086 -3.506  C19 1.088
24 H 0.022 2.347 -4.360  O20 0.972
25 C -0.706 -2.214 3.906  O26 1.439, H27 1.085, H28 1.095, H29 1.091
26 O -0.941 -2.446 5.307  C25 1.439, H30 0.960
27 H 0.095 -1.485 3.841  C25 1.085
28 H -0.431 -3.171 3.450  C25 1.095
29 H -1.628 -1.905 3.412  C25 1.091
30 H -1.688 -3.043 5.392  O26 0.960
31 C 4.105 1.160 -1.272  O32 1.406, H33 1.095, H34 1.090, H35 1.099
32 O 3.022 0.566 -1.944  C31 1.406, H36 0.971
33 H 4.531 0.562 -0.460  C31 1.095
34 H 4.911 1.424 -1.956  C31 1.090
35 H 3.798 2.109 -0.812  C31 1.099
36 H 2.253 0.630 -1.355  O32 0.971
37 C 3.079 -1.734 1.140  O38 1.421, H39 1.089, H40 1.092, H41 1.096
38 O 3.759 -1.235 2.283  C37 1.421, H42 0.960
39 H 2.942 -0.877 0.483  C37 1.089
40 H 3.636 -2.527 0.637  C37 1.092
41 H 2.077 -2.085 1.415  C37 1.096
42 H 3.852 -1.909 2.960  O38 0.960
43 C 1.656 1.553 3.229  O44 1.435, H45 1.091, H46 1.088, H47 1.092
44 O 1.625 2.579 4.232  C43 1.435, H48 0.959
45 H 2.144 0.643 3.582  C43 1.091
46 H 0.643 1.278 2.942  C43 1.088
47 H 2.176 1.991 2.373  C43 1.092
48 H 2.518 2.685 4.567  O44 0.959
49 C -2.619 -2.419 -2.176  O50 1.432, H51 1.093, H52 1.086, H53 1.093
50 O -3.701 -1.607 -2.647  C49 1.432, H54 0.960
51 H -2.131 -2.934 -3.008  C49 1.093
52 H -1.893 -1.796 -1.663  C49 1.086
53 H -3.004 -3.190 -1.504  C49 1.093
54 H -4.157 -2.114 -3.324  O50 0.960
55 C -1.032 3.896 0.906  O56 1.423, H57 1.093, H58 1.091, H59 1.090
56 O -0.907 3.182 -0.318  C55 1.423, H60 0.959
57 H -0.907 4.964 0.713  C55 1.093
58 H -1.965 3.679 1.428  C55 1.091
59 H -0.213 3.593 1.558  C55 1.090
60 H -1.569 3.416 -0.971  O56 0.959
61 C -3.804 -3.498 1.226  O62 1.421, H63 1.100, H64 1.093, H65 1.088
62 O -2.570 -2.793 1.211  C61 1.421, H66 0.975
63 H -4.378 -3.301 2.143  C61 1.100
64 H -4.447 -3.208 0.391  C61 1.093
65 H -3.585 -4.564 1.246  C61 1.088
66 H -2.824 -1.853 1.158  O62 0.975
67 C 1.798 -2.678 -2.651  O68 1.425, H69 1.091, H70 1.094, H71 1.094
68 O 0.691 -3.575 -2.673  C67 1.425, H72 0.964
69 H 2.289 -2.710 -3.625  C67 1.091
70 H 1.478 -1.640 -2.523  C67 1.094
71 H 2.557 -2.965 -1.918  C67 1.094
72 H 0.335 -3.566 -1.778  O68 0.964

***

(Q)
The following is a quantum chemistry calculation of a cluster of 12 separate species, C12H48O12 in total, from OMol25.

Kohn-Sham gap	8.99	eV
spin multiplicity	1
net charge	0
SMILES	CO.CO.CO.CO.CO.CO.CO.CO.CO.CO.CO.CO

Each atom is followed by the atoms it is bonded to, with distances in Å.
Atoms and positions in Å:
1 C -2.847 -1.598 1.613  O2 1.431, H3 1.090, H4 1.090, H5 1.090
2 O -2.000 -2.204 2.594  C1 1.431, H6 0.960
3 H -3.594 -0.959 2.083  C1 1.090
4 H -2.261 -0.977 0.935  C1 1.090
5 H -3.369 -2.389 1.075  C1 1.090
6 H -1.626 -1.415 2.993  O2 0.960
7 C -0.236 0.916 4.339  O8 1.366, H9 1.090, H10 1.090, H11 1.090
8 O -0.336 0.062 3.277  C7 1.366, H12 0.960
9 H -0.761 1.860 4.198  C7 1.090
10 H -0.688 0.516 5.247  C7 1.090
11 H 0.783 1.282 4.463  C7 1.090
12 H -0.146 0.532 2.462  O8 0.960
13 C 0.508 0.399 -0.062  O14 1.444, H15 1.090, H16 1.090, H17 1.090
14 O -0.164 1.361 0.779  C13 1.444, H18 0.960
15 H -0.140 -0.379 -0.466  C13 1.090
16 H 1.020 0.930 -0.865  C13 1.090
17 H 1.148 -0.132 0.643  C13 1.090
18 H -0.824 1.820 0.255  O14 0.960
19 C 0.577 -0.962 -2.974  O20 1.425, H21 1.090, H22 1.090, H23 1.090
20 O 1.932 -0.546 -3.118  C19 1.425, H24 0.960
21 H 0.354 -1.747 -2.251  C19 1.090
22 H -0.031 -0.095 -2.717  C19 1.090
23 H 0.239 -1.292 -3.957  C19 1.090
24 H 2.392 -1.104 -3.750  O20 0.960
25 C 2.029 3.646 2.657  O26 1.420, H27 1.090, H28 1.090, H29 1.090
26 O 3.408 3.879 2.413  C25 1.420, H30 0.960
27 H 1.653 2.661 2.379  C25 1.090
28 H 1.800 3.847 3.704  C25 1.090
29 H 1.568 4.507 2.174  C25 1.090
30 H 3.800 3.308 1.749  O26 0.960
31 C -2.290 3.497 -1.328  O32 1.423, H33 1.090, H34 1.090, H35 1.090
32 O -2.678 2.505 -0.384  C31 1.423, H36 0.960
33 H -2.553 4.447 -0.864  C31 1.090
34 H -1.252 3.306 -1.600  C31 1.090
35 H -2.954 3.403 -2.187  C31 1.090
36 H -3.609 2.296 -0.487  O32 0.960
37 C -0.253 -4.038 0.676  O38 1.425, H39 1.090, H40 1.090, H41 1.090
38 O -1.401 -4.426 -0.072  C37 1.425, H42 0.960
39 H -0.287 -2.954 0.786  C37 1.090
40 H -0.038 -4.467 1.655  C37 1.090
41 H 0.660 -4.266 0.125  C37 1.090
42 H -1.681 -3.820 -0.762  O38 0.960
43 C 2.169 -2.106 3.054  O44 1.423, H45 1.090, H46 1.090, H47 1.090
44 O 3.197 -3.046 3.347  C43 1.423, H48 0.960
45 H 2.378 -1.188 3.604  C43 1.090
46 H 2.135 -1.946 1.977  C43 1.090
47 H 1.204 -2.437 3.437  C43 1.090
48 H 2.857 -3.925 3.530  O44 0.960
49 C -3.315 -3.202 -2.626  O50 1.413, H51 1.090, H52 1.090, H53 1.090
50 O -2.238 -2.625 -1.917  C49 1.413, H54 0.960
51 H -3.619 -4.158 -2.200  C49 1.090
52 H -4.231 -2.612 -2.639  C49 1.090
53 H -3.131 -3.321 -3.694  C49 1.090
54 H -2.408 -1.685 -1.824  O50 0.960
55 C 2.143 3.533 -1.326  O56 1.410, H57 1.090, H58 1.090, H59 1.090
56 O 2.541 4.812 -1.766  C55 1.410, H60 0.960
57 H 1.319 3.619 -0.618  C55 1.090
58 H 1.769 2.837 -2.078  C55 1.090
59 H 2.907 3.015 -0.747  C55 1.090
60 H 1.834 5.184 -2.299  O56 0.960
61 C 3.895 -1.123 -0.810  O62 1.384, H63 1.090, H64 1.090, H65 1.090
62 O 3.671 0.184 -1.205  C61 1.384, H66 0.960
63 H 2.998 -1.542 -0.355  C61 1.090
64 H 4.278 -1.703 -1.650  C61 1.090
65 H 4.673 -1.055 -0.050  C61 1.090
66 H 3.102 0.190 -1.978  O62 0.960
67 C -2.673 0.461 -3.132  O68 1.401, H69 1.090, H70 1.090, H71 1.090
68 O -2.490 0.037 -1.810  C67 1.401, H72 0.960
69 H -2.058 1.345 -3.301  C67 1.090
70 H -2.282 -0.328 -3.775  C67 1.090
71 H -3.695 0.799 -3.304  C67 1.090
72 H -2.779 0.776 -1.269  O68 0.960

***

(R)
The following is a quantum chemistry calculation of a cluster of 12 separate species, C12H48O12 in total, from OMol25.

Kohn-Sham gap	9.91	eV
spin multiplicity	1
net charge	0
SMILES	CO.CO.CO.CO.CO.CO.CO.CO.CO.CO.CO.CO

Each atom is followed by the atoms it is bonded to, with distances in Å.
Atoms and positions in Å:
1 C 2.102 -10.585 -4.463  O2 1.444, H3 1.090, H4 1.090, H5 1.090
2 O 1.514 -11.398 -5.501  C1 1.444, H6 0.960
3 H 1.242 -10.146 -3.958  C1 1.090
4 H 2.563 -11.126 -3.636  C1 1.090
5 H 2.706 -9.755 -4.829  C1 1.090
6 H 1.665 -12.311 -5.243  O2 0.960
7 C 10.111 -16.555 -4.517  O8 1.400, H9 1.090, H10 1.090, H11 1.090
8 O 10.231 -16.266 -3.153  C7 1.400, H12 0.960
9 H 10.075 -15.708 -5.202  C7 1.090
10 H 11.022 -17.041 -4.868  C7 1.090
11 H 9.165 -17.091 -4.584  C7 1.090
12 H 11.124 -16.289 -2.801  O8 0.960
13 C 1.108 -20.179 -3.071  O14 1.423, H15 1.090, H16 1.090, H17 1.090
14 O 1.522 -21.361 -3.746  C13 1.423, H18 0.960
15 H 1.920 -19.900 -2.400  C13 1.090
16 H 0.866 -19.282 -3.640  C13 1.090
17 H 0.346 -20.422 -2.331  C13 1.090
18 H 2.081 -21.142 -4.495  O14 0.960
19 C -2.964 -12.233 -3.958  O20 1.418, H21 1.090, H22 1.090, H23 1.090
20 O -2.170 -13.296 -3.459  C19 1.418, H24 0.960
21 H -4.036 -12.425 -4.017  C19 1.090
22 H -2.812 -11.376 -3.302  C19 1.090
23 H -2.517 -12.121 -4.946  C19 1.090
24 H -1.999 -14.015 -4.071  O20 0.960
25 C 6.936 -12.546 -3.863  O26 1.419, H27 1.090, H28 1.090, H29 1.090
26 O 6.876 -11.316 -3.158  C25 1.419, H30 0.960
27 H 7.151 -13.371 -3.185  C25 1.090
28 H 5.975 -12.854 -4.276  C25 1.090
29 H 7.791 -12.587 -4.538  C25 1.090
30 H 7.781 -11.000 -3.124  O26 0.960
31 C 8.614 -14.071 -10.483  O32 1.394, H33 1.090, H34 1.090, H35 1.090
32 O 7.984 -14.344 -9.269  C31 1.394, H36 0.960
33 H 9.603 -13.638 -10.334  C31 1.090
34 H 8.838 -14.968 -11.061  C31 1.090
35 H 8.112 -13.302 -11.069  C31 1.090
36 H 7.100 -14.684 -9.425  O32 0.960
37 C 5.769 -15.694 -0.263  O38 1.445, H39 1.090, H40 1.090, H41 1.090
38 O 5.274 -14.339 -0.184  C37 1.445, H42 0.960
39 H 5.617 -16.182 -1.225  C37 1.090
40 H 6.840 -15.664 -0.062  C37 1.090
41 H 5.285 -16.305 0.499  C37 1.090
42 H 5.725 -13.723 -0.765  O38 0.960
43 C 5.897 -10.324 -7.800  O44 1.419, H45 1.090, H46 1.090, H47 1.090
44 O 5.804 -9.979 -9.174  C43 1.419, H48 0.960
45 H 6.871 -10.719 -7.512  C43 1.090
46 H 5.677 -9.547 -7.068  C43 1.090
47 H 5.201 -11.128 -7.563  C43 1.090
48 H 5.637 -10.739 -9.736  O44 0.960
49 C 4.145 -15.666 -12.239  O50 1.448, H51 1.090, H52 1.090, H53 1.090
50 O 3.826 -15.118 -10.937  C49 1.448, H54 0.960
51 H 3.956 -14.853 -12.940  C49 1.090
52 H 5.123 -16.148 -12.214  C49 1.090
53 H 3.523 -16.547 -12.393  C49 1.090
54 H 3.130 -14.459 -10.999  O50 0.960
55 C 3.437 -16.268 -5.586  O56 1.407, H57 1.090, H58 1.090, H59 1.090
56 O 2.355 -15.618 -4.964  C55 1.407, H60 0.960
57 H 3.873 -15.616 -6.343  C55 1.090
58 H 4.175 -16.660 -4.887  C55 1.090
59 H 2.941 -17.067 -6.137  C55 1.090
60 H 1.572 -16.064 -5.297  O56 0.960
61 C -3.651 -17.070 -5.698  O62 1.414, H63 1.090, H64 1.090, H65 1.090
62 O -2.335 -16.610 -5.936  C61 1.414, H66 0.960
63 H -4.103 -16.840 -4.733  C61 1.090
64 H -4.373 -16.493 -6.275  C61 1.090
65 H -3.845 -18.102 -5.988  C61 1.090
66 H -2.134 -16.445 -6.860  O62 0.960
67 C 0.023 -17.681 -10.515  O68 1.385, H69 1.090, H70 1.090, H71 1.090
68 O 0.198 -16.639 -9.619  C67 1.385, H72 0.960
69 H -0.987 -18.072 -10.390  C67 1.090
70 H 0.269 -17.444 -11.550  C67 1.090
71 H 0.750 -18.458 -10.277  C67 1.090
72 H 1.032 -16.279 -9.929  O68 0.960

***

(S)
The following is a quantum chemistry calculation of a cluster of 12 separate species, C12H48O12 in total, from OMol25.

Kohn-Sham gap	9.91	eV
spin multiplicity	1
net charge	0
SMILES	CO.CO.CO.CO.CO.CO.CO.CO.CO.CO.CO.CO

Each atom is followed by the atoms it is bonded to, with distances in Å.
Atoms and positions in Å:
1 C 1.640 -3.141 2.487  O2 1.392, H3 1.090, H4 1.090, H5 1.090
2 O 1.022 -3.833 3.525  C1 1.392, H6 0.960
3 H 1.986 -2.144 2.759  C1 1.090
4 H 2.500 -3.726 2.162  C1 1.090
5 H 1.017 -2.945 1.614  C1 1.090
6 H 0.355 -3.277 3.934  O2 0.960
7 C 1.572 2.975 2.178  O8 1.428, H9 1.090, H10 1.090, H11 1.090
8 O 1.790 1.565 2.130  C7 1.428, H12 0.960
9 H 1.277 3.111 3.218  C7 1.090
10 H 2.436 3.626 2.043  C7 1.090
11 H 0.747 3.282 1.536  C7 1.090
12 H 0.926 1.145 2.119  O8 0.960
13 C -4.102 -0.224 -1.049  O14 1.387, H15 1.090, H16 1.090, H17 1.090
14 O -3.293 0.708 -0.416  C13 1.387, H18 0.960
15 H -5.025 0.347 -1.146  C13 1.090
16 H -3.659 -0.583 -1.978  C13 1.090
17 H -4.329 -1.010 -0.329  C13 1.090
18 H -2.940 1.352 -1.034  O14 0.960
19 C -2.356 2.704 -3.285  O20 1.324, H21 1.090, H22 1.090, H23 1.090
20 O -1.799 1.864 -2.426  C19 1.324, H24 0.960
21 H -3.426 2.830 -3.120  C19 1.090
22 H -2.079 3.753 -3.181  C19 1.090
23 H -2.000 2.447 -4.283  C19 1.090
24 H -0.859 1.699 -2.532  O20 0.960
25 C 4.660 -1.252 1.886  O26 1.362, H27 1.090, H28 1.090, H29 1.090
26 O 5.226 -1.471 3.106  C25 1.362, H30 0.960
27 H 5.183 -0.629 1.160  C25 1.090
28 H 4.603 -2.246 1.442  C25 1.090
29 H 3.690 -0.766 1.994  C25 1.090
30 H 4.670 -1.399 3.885  O26 0.960
31 C -0.934 -1.810 5.245  O32 1.433, H33 1.090, H34 1.090, H35 1.090
32 O 0.011 -1.189 4.364  C31 1.433, H36 0.960
33 H -0.440 -2.525 5.903  C31 1.090
34 H -1.240 -1.039 5.951  C31 1.090
35 H -1.695 -2.268 4.613  C31 1.090
36 H -0.476 -0.584 3.800  O32 0.960
37 C -1.212 -0.552 -4.420  O38 1.465, H39 1.090, H40 1.090, H41 1.090
38 O -1.921 -1.780 -4.786  C37 1.465, H42 0.960
39 H -1.691 0.251 -4.982  C37 1.090
40 H -1.240 -0.481 -3.333  C37 1.090
41 H -0.194 -0.477 -4.804  C37 1.090
42 H -1.837 -1.973 -5.723  O38 0.960
43 C -0.989 -3.747 -2.378  O44 1.417, H45 1.090, H46 1.090, H47 1.090
44 O -2.318 -3.907 -2.844  C43 1.417, H48 0.960
45 H -0.772 -4.599 -1.734  C43 1.090
46 H -0.342 -3.743 -3.255  C43 1.090
47 H -0.776 -2.909 -1.714  C43 1.090
48 H -2.496 -3.146 -3.402  O44 0.960
49 C 0.982 2.897 -4.130  O50 1.422, H51 1.090, H52 1.090, H53 1.090
50 O 0.744 2.008 -3.046  C49 1.422, H54 0.960
51 H 1.975 3.327 -3.999  C49 1.090
52 H 0.955 2.449 -5.124  C49 1.090
53 H 0.252 3.704 -4.191  C49 1.090
54 H 1.338 2.345 -2.371  O50 0.960
55 C 0.206 -0.148 0.088  O56 1.351, H57 1.090, H58 1.090, H59 1.090
56 O -0.865 -0.403 0.872  C55 1.351, H60 0.960
57 H 0.118 -0.672 -0.864  C55 1.090
58 H 0.392 0.865 -0.268  C55 1.090
59 H 1.044 -0.581 0.634  C55 1.090
60 H -1.667 -0.043 0.486  O56 0.960
61 C 3.922 1.728 -0.903  O62 1.412, H63 1.090, H64 1.090, H65 1.090
62 O 2.765 2.376 -0.417  C61 1.412, H66 0.960
63 H 4.783 2.032 -0.307  C61 1.090
64 H 3.853 0.640 -0.906  C61 1.090
65 H 4.232 2.029 -1.904  C61 1.090
66 H 2.661 2.089 0.493  O62 0.960
67 C -2.946 0.629 3.539  O68 1.382, H69 1.090, H70 1.090, H71 1.090
68 O -1.674 1.165 3.476  C67 1.382, H72 0.960
69 H -3.243 0.055 2.661  C67 1.090
70 H -3.087 -0.171 4.266  C67 1.090
71 H -3.729 1.336 3.813  C67 1.090
72 H -1.880 2.063 3.204  O68 0.960

***

Energies relative to the most stable structure, in kJ/mol: (P) 0.0; (Q) 75.9; (R) 281.5; (S) 126.0.